Entry 1:
DFT (wB97M-V/def2-TZVPD) results for an isolated molecule of C5H8BCl at a distorted geometry.

ORCA input file:
```
! wB97M-V def2-TZVPD RIJCOSX def2/J DEFGRID3
* xyz 0 1
C 0.69 2.61 1.38
C -0.30 1.95 1.08
B -1.33 0.72 1.06
C -1.24 -0.44 -0.06
C 0.22 -1.07 -0.03
C 0.92 -0.99 -1.47
Cl 2.69 -1.41 -1.20
H 1.53 3.34 1.23
H -2.19 0.70 1.88
H -1.47 0.03 -1.06
H -1.98 -1.27 0.13
H 0.90 -0.45 0.64
H 0.25 -2.12 0.39
H 0.84 0.09 -1.78
H 0.47 -1.70 -2.21
*
```

Output
LUMO level ... -0.25 eV
HOMO ... -10.22 eV
Structure (SMILES) ... C#CBCCCCl
Kohn-Sham gap ... 9.972 eV
Calculated total energy ... -18510.839 eV

Here are the Mulliken charges for atoms 1 to 6, given in e: -0.1709 -0.2400 0.1630 -0.5881 -0.5707 -0.4633

---

Entry 2:
DFT (wB97M-V/def2-TZVPD) results for a cluster of 3 separate species, C4H11NO5 in total at a distorted geometry.

ORCA input file:
```
! wB97M-V def2-TZVPD RIJCOSX def2/J DEFGRID3
* xyz 1 2
C -0.02 -2.53 0.95
C 0.66 -1.34 0.35
N 0.09 -0.54 -0.72
C -1.37 -0.70 -0.90
C -2.11 0.66 -0.92
O -1.99 1.26 0.24
O -2.97 0.88 -1.72
O 1.72 -0.85 0.68
H -1.09 -2.50 0.82
H 0.30 -3.43 0.39
H 0.27 -2.53 2.00
H 0.52 0.38 -0.98
H -1.52 -1.21 -1.89
H -1.96 -1.38 -0.29
H -2.52 2.01 0.57
H 0.26 2.67 1.67
H 1.64 2.56 0.80
O 1.09 3.05 1.42
H 2.80 1.14 -1.60
H 3.52 1.05 -0.24
O 2.69 1.35 -0.62
*
```

Output
LUMO level (spin up / spin down) ... -4.17 / -8.92 eV
HOMO (spin up / spin down) ... -14.08 / -14.08 eV
Kohn-Sham gap (spin up / spin down) ... 9.917 / 5.168 eV
ΔE to the lowest compared entry with this formula, charge and spin ... 0.0000 eV
Calculated total energy ... -16044.077 eV

Here are the Mulliken charges for atoms 1 to 6, given in e: -0.8667 0.5754 0.1336 -0.3773 0.3479 -0.4150

---

Entry 3:
DFT (wB97M-V/def2-TZVPD) results for a cluster of 2 separate species, C6H12 in total at a distorted geometry.

ORCA input file:
```
! wB97M-V def2-TZVPD RIJCOSX def2/J DEFGRID3
* xyz 0 1
C 0.65 1.27 1.16
C 1.31 0.19 1.57
C 0.77 -1.21 1.57
H 1.13 2.24 1.08
H -0.41 1.23 0.92
H 2.30 0.33 2.01
H 0.05 -1.33 0.76
H 0.26 -1.46 2.51
H 1.57 -1.94 1.40
C -2.06 0.66 -1.30
C -0.74 0.63 -1.45
C 0.05 -0.63 -1.41
H -2.58 -0.13 -0.76
H -2.66 1.41 -1.79
H -0.17 1.46 -1.86
H 1.07 -0.43 -0.92
H 0.08 -0.88 -2.48
H -0.61 -1.42 -1.00
*
```

Output
LUMO level ... 1.19 eV
HOMO ... -9.18 eV
Structure (SMILES) ... C=CC.C=CC
Kohn-Sham gap ... 10.372 eV
ΔE to the lowest compared entry with this formula, charge and spin ... 2.6152 eV
Calculated total energy ... -6414.326 eV

Here are the Mulliken charges for atoms 1 to 6, given in e: -0.7196 -0.1207 -0.7769 0.2617 0.3383 0.3074

---

Entry 4:
DFT (wB97M-V/def2-TZVPD) results for an isolated molecule of C5H13OP at a distorted geometry.

ORCA input file:
```
! wB97M-V def2-TZVPD RIJCOSX def2/J DEFGRID3
* xyz 0 1
C 1.84 1.48 -0.92
P 1.44 0.52 0.70
C -0.33 -0.24 0.17
C -1.33 0.71 -0.38
C 0.07 -1.32 -0.85
C -0.93 -0.77 1.50
O -0.59 -2.11 1.74
H 2.39 2.34 -0.65
H 2.42 0.79 -1.67
H 0.74 1.91 -1.21
H 1.06 1.73 1.47
H -1.17 1.74 -0.31
H -1.27 0.72 -1.51
H -2.39 0.40 -0.07
H 0.93 -1.92 -0.74
H 0.06 -0.94 -1.90
H -0.72 -2.07 -0.93
H -2.02 -0.75 1.51
H -0.54 -0.09 2.34
H 0.34 -2.15 1.72
*
```

Output
LUMO level ... 0.82 eV
HOMO ... -8.91 eV
Structure (SMILES) ... CPC(C)(C)CO
Kohn-Sham gap ... 9.729 eV
ΔE to the lowest compared entry with this formula, charge and spin ... 2.2052 eV
Calculated total energy ... -16730.063 eV

Here are the Mulliken charges for atoms 1 to 6, given in e: -0.9322 0.0594 1.3966 -1.7814 -1.6703 -0.7961

---

Entry 5:
DFT (wB97M-V/def2-TZVPD) results for a structure of composition C30H34I3N5O2Si2.

ORCA input file:
```
! wB97M-V def2-TZVPD RIJCOSX def2/J DEFGRID3
* xyz 0 1
C 2.66 -0.32 0.90
C 2.35 0.10 -0.51
I 4.06 0.02 -1.73
C 1.14 0.46 -0.97
I 0.76 1.03 -2.94
Si -0.39 0.48 0.08
C -1.69 -0.74 -0.54
C -2.21 -1.46 0.64
O -3.15 -1.19 1.31
I -0.94 -3.15 1.13
O -1.04 1.98 0.04
Si -0.48 3.24 0.97
H 2.24 -1.31 1.10
H 2.25 0.39 1.62
H 3.73 -0.38 1.06
H -0.04 0.13 1.46
H -1.24 -1.46 -1.22
H -2.50 -0.18 -1.01
H -1.59 3.77 1.77
H 0.07 4.28 0.09
H 0.59 2.77 1.88
N -4.31 -6.17 4.51
C -5.59 -5.89 4.74
C -6.23 -4.76 4.25
C -5.51 -3.88 3.47
C -4.17 -4.15 3.22
C -3.63 -5.31 3.76
H -6.12 -6.60 5.36
H -7.27 -4.59 4.48
H -5.97 -2.98 3.06
H -3.56 -3.50 2.61
H -2.59 -5.56 3.58
N 3.12 -3.49 -0.17
C 2.25 -4.48 -0.38
C 2.57 -5.65 -1.07
C 3.85 -5.79 -1.57
C 4.76 -4.77 -1.36
C 4.35 -3.65 -0.66
H 1.26 -4.34 0.03
H 1.82 -6.42 -1.20
H 4.13 -6.68 -2.11
H 5.77 -4.84 -1.73
H 5.04 -2.83 -0.48
N -1.45 6.66 -0.26
C -1.81 7.86 0.18
C -2.44 8.81 -0.61
C -2.71 8.49 -1.93
C -2.33 7.25 -2.41
C -1.71 6.37 -1.53
H -1.58 8.07 1.22
H -2.71 9.77 -0.20
H -3.20 9.21 -2.58
H -2.52 6.96 -3.44
H -1.41 5.38 -1.87
N 0.80 -5.91 1.46
C 0.29 -7.13 1.61
C 0.90 -8.13 2.34
C 2.12 -7.85 2.95
C 2.67 -6.59 2.80
C 1.97 -5.66 2.04
H -0.66 -7.31 1.12
H 0.44 -9.10 2.44
H 2.63 -8.61 3.53
H 3.61 -6.33 3.25
H 2.36 -4.66 1.90
N 0.83 9.18 -5.47
C 2.04 8.73 -5.80
C 2.79 7.89 -4.99
C 2.26 7.50 -3.78
C 1.00 7.95 -3.42
C 0.33 8.78 -4.30
H 2.42 9.07 -6.76
H 3.77 7.56 -5.32
H 2.82 6.84 -3.12
H 0.56 7.66 -2.48
H -0.65 9.16 -4.05
*
```

Output
LUMO level ... 0.05 eV
HOMO ... -8.93 eV
Kohn-Sham gap ... 8.976 eV
Calculated total energy ... -83264.897 eV

Here are the Mulliken charges for atoms 1 to 6, given in e: -1.0667 0.1965 0.0600 -0.0971 0.0848 -0.1438

---

Entry 6:
DFT (wB97M-V/def2-TZVPD) results for a structure of composition C18H24Cl2N2O2Sb at a distorted geometry.

ORCA input file:
```
! wB97M-V def2-TZVPD RIJCOSX def2/J DEFGRID3
* xyz -1 1
C -3.89 -0.78 0.30
C -4.73 0.53 0.65
N -5.75 0.46 1.50
C -4.39 2.00 0.07
Sb -3.09 3.00 1.57
C -1.92 3.96 3.23
O -0.49 4.14 2.92
N 0.26 3.64 3.93
O 0.61 2.51 3.69
C -1.73 3.86 -0.01
C -0.68 2.72 -0.39
C -1.07 1.69 -1.49
C -0.12 0.50 -1.91
C 1.27 0.38 -1.25
C 2.28 -0.81 -1.66
C 1.68 1.43 -0.18
C 0.72 2.59 0.27
H -4.34 -1.66 0.90
H -3.92 -1.07 -0.80
H -2.78 -0.73 0.60
H -6.16 1.41 1.62
H -3.94 1.93 -0.98
H -5.37 2.59 0.02
H -1.98 1.62 1.67
H -4.05 2.21 2.84
H -4.12 4.42 1.56
H -1.97 3.22 4.11
H -2.44 4.93 3.56
H -2.32 4.24 -0.93
H -1.14 4.74 0.43
H -2.06 1.73 -2.04
H -0.50 -0.23 -2.70
H 3.25 -0.60 -1.09
H 2.40 -0.75 -2.80
H 1.86 -1.85 -1.43
H 2.71 1.36 0.29
H 1.11 3.31 1.05
Cl 4.33 -2.70 -3.10
C 4.55 -4.13 -2.15
C 3.51 -5.01 -1.87
Cl 1.90 -4.74 -2.45
C 3.74 -6.14 -1.10
C 5.02 -6.40 -0.61
C 6.06 -5.53 -0.90
C 5.83 -4.40 -1.67
H 2.93 -6.83 -0.87
H 5.20 -7.29 -0.01
H 7.06 -5.74 -0.52
H 6.65 -3.72 -1.89
*
```

Output
LUMO level ... 2.09 eV
HOMO ... -4.11 eV
Kohn-Sham gap ... 6.202 eV
ΔE to the lowest compared entry with this formula, charge and spin ... 5.3636 eV
Calculated total energy ... -57701.945 eV

Here are the Mulliken charges for atoms 1 to 6, given in e: -0.9531 0.6848 -0.7980 -0.9778 0.5840 -0.7842

---

Entry 7:
DFT (wB97M-V/def2-TZVPD) results for an isolated molecule of C7H14 at a distorted geometry.

ORCA input file:
```
! wB97M-V def2-TZVPD RIJCOSX def2/J DEFGRID3
* xyz 0 1
C -0.38 -1.38 1.34
C 0.88 -0.74 0.65
C 1.14 0.53 -0.14
C 1.26 1.92 0.42
C -0.13 -0.11 -0.43
C -1.37 0.70 -0.02
C -0.35 -0.98 -1.62
H 0.00 -2.34 1.63
H -1.27 -1.64 0.70
H -0.78 -0.81 2.17
H 1.54 -1.53 0.27
H 1.82 0.33 -0.97
H 0.84 2.65 -0.29
H 2.32 2.16 0.57
H 0.75 2.01 1.37
H -2.30 0.13 -0.04
H -1.45 1.48 -0.78
H -1.30 1.20 0.95
H 0.55 -1.57 -1.82
H -1.18 -1.68 -1.47
H -0.58 -0.34 -2.48
*
```

Output
LUMO level ... 0.95 eV
HOMO ... -7.83 eV
Structure (SMILES) ... C[C@@H]1[C@H](C)C1(C)C
Kohn-Sham gap ... 8.773 eV
ΔE to the lowest compared entry with this formula, charge and spin ... 3.2547 eV
Calculated total energy ... -7483.040 eV

Here are the Mulliken charges for atoms 1 to 6, given in e: -1.1188 -0.6245 0.2396 -1.5074 1.3238 -1.7442

---

Q: Which value of calculated total energy does entry 5 give?
A: -83264.897 eV

---

Q: Which of these has the highest calculated total energy?
A: C6H12

---

Q: Number 7 is which compound?
A: C7H14